Entry from the Open Molecules 2025 dataset: 10 unconnected molecules or ions with the total composition C10H40O10 in a non-equilibrium geometry (wB97M-V/def2-TZVPD).

Element x y z (Å)
C 8.436150 7.157300 10.010055
O 8.594700 7.176270 11.378055
H 9.371900 7.040150 9.463485
H 7.694500 6.471040 9.601275
H 8.066630 8.130660 9.687365
H 7.844510 6.745390 11.794165
C 8.857130 8.698190 15.070265
O 8.742520 8.252790 16.450115
H 8.127860 8.249040 14.396085
H 8.913070 9.785280 15.013535
H 9.851050 8.370160 14.765935
H 8.482920 7.329870 16.499445
C 11.096460 11.573900 12.470875
O 11.402020 10.604410 13.423085
H 11.323610 11.160130 11.488375
H 10.015270 11.705970 12.511755
H 11.692210 12.468330 12.653035
H 11.299950 9.718430 13.067805
C 15.409950 9.336850 8.914155
O 16.180120 8.573610 8.080805
H 14.441840 8.871810 9.100185
H 15.952570 9.518350 9.841915
H 15.153900 10.295370 8.462735
H 17.113950 8.789660 8.134455
C 14.486410 6.519620 13.194215
O 15.780860 6.041420 13.577965
H 13.726360 6.049320 13.818115
H 14.368990 7.597530 13.305695
H 14.269260 6.262640 12.157435
H 16.012090 6.385800 14.443725
C 11.783870 7.193600 6.282415
O 11.038870 7.129920 7.542765
H 11.120530 6.825340 5.499815
H 12.147750 8.209540 6.128965
H 12.631140 6.508810 6.246595
H 10.323620 7.765900 7.468375
C 10.615550 10.496700 8.091695
O 9.693760 9.565670 7.519585
H 10.256250 10.907120 9.035395
H 11.583580 9.998670 8.146425
H 10.719180 11.378330 7.459175
H 8.855080 9.901400 7.844385
C 11.904590 7.692390 11.226845
O 10.951160 8.159120 12.163685
H 11.992610 6.606030 11.213315
H 11.564500 7.964650 10.227685
H 12.891710 8.127450 11.383045
H 10.109140 7.865140 11.808455
C 7.419770 10.515500 12.272495
O 6.589030 11.027710 11.214495
H 7.458880 11.169300 13.143775
H 6.983120 9.618920 12.712475
H 8.401580 10.305180 11.848325
H 5.704650 10.963860 11.582455
C 13.817170 4.909770 8.719145
O 14.184950 4.255790 9.927155
H 14.661420 5.406760 8.241305
H 13.434650 4.156110 8.030825
H 13.041110 5.623660 8.995185
H 15.016450 4.624120 10.234655

Cartesian forces (eV/Å) of the 3 atoms listed first:
C -0.5496 1.0898 -2.3598
O -0.0823 -0.6696 1.2690
H 0.1805 -0.4243 0.3744

- SMILES = CO.CO.CO.CO.CO.CO.CO.CO.CO.CO
- charge = 0
- HOMO (eV) = -9.6
- energy above the lowest of the compared OMol25 structures with the same formula, charge and spin (eV) = 4.617